1.
ORCA calculation (ωB97M-V with the def2-TZVPD basis set) on a structure of composition C47H67HfN3O2 at a distorted geometry.

Structure (XYZ):
```
120
Properties=species:S:1:pos:R:3:forces:R:3
Hf 0.39946 0.33768 0.56854 -0.03 -0.93 -0.25
C -1.07674 -2.78060 0.35471 0.05 0.07 -0.09
N -0.57303 -1.78573 -0.61249 0.18 0.17 0.12
C 0.42310 -2.38755 -1.52402 -0.16 0.01 0.07
C -1.73156 -1.32772 -1.39771 0.04 -0.15 0.10
C -1.38651 -0.14285 -2.25239 0.08 0.20 0.08
N -0.98983 1.01554 -1.42290 -0.05 0.33 0.23
C -2.24838 1.63570 -0.89161 0.28 -0.01 -0.06
C -2.17680 2.36088 0.42308 0.01 0.06 -0.25
C -2.52510 3.69876 0.51397 -0.01 0.07 -0.11
C -2.69047 4.31163 1.74826 -0.02 -0.08 0.11
C -2.56074 3.49334 2.87271 -0.02 -0.03 0.02
C -2.22813 2.13665 2.82849 0.09 0.16 0.36
C -1.94819 1.60358 1.57226 0.06 -0.69 -0.16
O -1.44943 0.32864 1.39149 -0.71 0.75 0.15
C -2.21491 1.26034 4.09187 0.03 0.02 -0.12
C -0.84023 0.62107 4.33313 0.03 0.03 0.07
C -2.57986 2.05013 5.35094 0.02 0.08 0.03
C -3.26151 0.14916 3.91318 -0.03 -0.10 -0.04
C -3.13087 5.77736 1.84421 0.06 -0.08 -0.02
C -3.04112 6.30662 3.27603 0.05 0.07 0.10
C -2.25840 6.67023 0.95166 0.06 0.05 -0.06
C -4.59016 5.89324 1.37823 -0.08 -0.05 -0.06
C -0.22791 1.98481 -2.27832 -0.13 -0.09 0.13
C 0.96046 2.69235 -1.68557 -0.34 0.14 -0.09
C 1.08816 4.06579 -1.84389 -0.12 -0.01 -0.03
C 2.26087 4.72186 -1.50251 0.12 -0.07 0.02
C 3.31240 3.92184 -1.04799 0.02 -0.05 0.02
C 3.23179 2.53693 -0.88260 0.36 0.17 0.27
C 2.00141 1.94166 -1.15256 -0.08 -0.76 -0.05
O 1.75288 0.60633 -0.89405 0.35 0.76 -0.57
C 4.44285 1.69499 -0.44424 -0.11 -0.02 -0.06
C 4.75706 0.68527 -1.56194 0.04 -0.07 -0.04
C 5.69573 2.54602 -0.21516 0.00 0.08 0.00
C 4.16542 0.92959 0.85890 0.03 0.03 0.10
C 2.42137 6.22947 -1.73999 -0.04 -0.08 0.04
C 2.61112 6.47680 -3.24431 -0.02 -0.06 -0.09
C 3.63981 6.79700 -1.00652 0.04 0.06 0.09
C 1.17831 6.99830 -1.26871 -0.03 0.03 0.03
H -1.60230 -3.58667 -0.16834 -0.02 -0.05 -0.02
H -0.26102 -3.20154 0.93018 0.05 -0.01 0.02
H -1.76523 -2.28704 1.03984 0.01 0.01 -0.01
H -0.06311 -3.08715 -2.21163 -0.03 -0.06 -0.04
H 0.94253 -1.62117 -2.09453 -0.01 0.05 0.02
H 1.16758 -2.93231 -0.95960 0.05 -0.03 0.06
H -2.08255 -2.14812 -2.03328 -0.06 -0.07 -0.07
H -2.53157 -1.09376 -0.69872 -0.01 0.04 0.05
H -0.56155 -0.39263 -2.91244 0.07 -0.03 -0.04
H -2.23603 0.12200 -2.88801 -0.09 0.02 -0.07
H -2.65901 2.29549 -1.65795 -0.03 0.10 -0.07
H -2.96149 0.82788 -0.75893 -0.08 -0.10 0.02
H -2.69162 4.25243 -0.40758 -0.01 -0.05 0.08
H -2.73690 3.93422 3.84133 -0.02 -0.01 0.04
H -0.05523 1.38121 4.39353 -0.14 -0.06 0.00
H -0.85807 0.06645 5.27784 0.00 0.05 -0.04
H -0.56858 -0.08117 3.54795 -0.11 0.07 0.07
H -1.86758 2.85776 5.54832 -0.03 -0.07 -0.01
H -3.58442 2.47845 5.30213 0.04 0.00 -0.06
H -2.55535 1.37187 6.20650 0.00 0.03 -0.01
H -3.03879 -0.46635 3.03777 0.00 0.08 0.09
H -3.27223 -0.50104 4.79391 0.00 0.05 -0.04
H -4.26075 0.57649 3.79106 0.04 -0.01 0.01
H -2.03484 6.17834 3.69025 -0.09 0.02 -0.05
H -3.27430 7.37567 3.28272 0.01 -0.08 0.01
H -3.75233 5.81151 3.94359 0.05 0.04 -0.06
H -1.23504 6.73042 1.33022 -0.02 -0.05 -0.01
H -2.21049 6.30964 -0.08009 -0.04 0.04 0.12
H -2.66883 7.68544 0.93033 0.05 -0.08 0.01
H -5.23755 5.23820 1.96798 0.04 0.04 -0.03
H -4.94579 6.92291 1.49054 0.03 -0.08 -0.01
H -4.69605 5.61186 0.32563 0.03 0.01 0.09
H 0.13354 1.41762 -3.13418 0.08 -0.05 -0.07
H -0.92538 2.72645 -2.66846 -0.06 0.09 -0.05
H 0.24678 4.61364 -2.26119 0.08 -0.05 0.02
H 4.24558 4.40527 -0.80495 0.06 -0.02 -0.01
H 5.02318 1.20448 -2.48795 -0.01 -0.03 0.06
H 5.60343 0.05471 -1.26661 -0.07 0.07 -0.03
H 3.90228 0.03493 -1.76260 0.08 0.09 0.05
H 6.01908 3.07185 -1.11877 -0.07 -0.02 0.04
H 5.55245 3.28284 0.58237 -0.01 -0.07 -0.06
H 6.51114 1.88605 0.09005 -0.02 0.04 -0.02
H 3.40454 0.16125 0.73273 0.16 0.12 -0.02
H 5.08208 0.42894 1.18805 -0.02 0.04 -0.02
H 3.83380 1.60242 1.65607 0.05 -0.09 -0.11
H 3.46589 5.90932 -3.62360 -0.06 0.05 0.02
H 1.72572 6.17020 -3.80937 0.06 0.01 0.04
H 2.78784 7.53987 -3.43834 -0.02 -0.07 0.02
H 4.58075 6.42064 -1.41736 -0.08 0.01 0.01
H 3.65200 7.88674 -1.10943 0.00 -0.09 0.01
H 3.61473 6.55913 0.06262 -0.01 0.04 -0.12
H 0.25357 6.60526 -1.69793 0.10 0.04 0.00
H 1.07810 6.96591 -0.18206 0.02 -0.06 0.02
H 1.25907 8.04731 -1.56808 0.01 -0.04 0.03
N 4.56835 -3.82571 5.56503 -0.06 0.04 -0.10
C 3.94405 -3.26748 4.77642 -0.23 0.25 -0.27
C 3.14957 -2.54789 3.79286 0.30 -0.39 0.31
C 2.71910 -1.25529 4.05122 -0.01 0.15 0.04
C 1.95828 -0.58306 3.10677 0.02 -0.10 0.14
C 1.57513 -1.15442 1.87880 -0.11 0.01 0.10
C 2.03901 -2.45726 1.66582 0.21 -0.01 0.07
C 2.81185 -3.15013 2.58636 0.00 -0.03 -0.04
H 2.98265 -0.77556 4.98650 -0.01 -0.02 -0.03
H 1.65758 0.42742 3.34448 0.07 -0.03 0.00
H 1.83395 -2.97245 0.74051 -0.01 -0.04 -0.04
H 3.15769 -4.15322 2.37195 -0.01 0.00 0.00
C 3.44542 3.82013 3.53250 0.07 0.05 0.07
C 1.94976 4.06775 3.29759 -0.06 -0.03 -0.07
C 1.75742 5.41487 2.59247 0.00 0.06 0.00
C 1.18368 4.05538 4.62951 0.00 0.03 -0.02
C 1.43305 3.00571 2.42381 -0.12 -0.24 -0.12
C 1.04329 2.08802 1.72416 0.06 0.48 0.21
H 3.86166 4.62151 4.15150 -0.01 -0.06 -0.03
H 3.98438 3.79851 2.58037 -0.05 0.02 0.09
H 3.61066 2.86659 4.04117 -0.01 0.05 -0.04
H 2.12616 6.22810 3.22630 -0.04 -0.04 -0.06
H 0.70051 5.58054 2.37264 0.01 0.03 0.02
H 2.30340 5.42118 1.64659 -0.02 0.02 0.02
H 1.53913 4.86984 5.26791 -0.03 -0.05 -0.02
H 1.33344 3.11118 5.16049 0.00 0.07 -0.05
H 0.10988 4.18614 4.45729 0.11 -0.01 0.00
```
Positions in Å, forces in eV/Å.

Values from the calculation:
* ΔE to the lowest compared entry with this formula, charge and spin: 7.8 kcal per mole
* HOMO-LUMO gap: 8.24 eV
* molecular weight: 884.56 g/mol
* multiplicity: 1

2.
ORCA calculation (ωB97M-V with the def2-TZVPD basis set) on a structure of composition C21H56F8HfNO25PS9 at a distorted geometry.

Structure (XYZ):
```
122
Properties=species:S:1:pos:R:3:forces:R:3
Hf 0.80664 7.71967 -10.74877 0.31 0.30 -0.64
P 9.65341 9.99305 -8.87414 0.15 -1.58 -1.96
F 8.99494 11.16791 -9.83354 -0.08 -0.24 0.12
F 11.12095 10.62439 -9.24510 -1.04 -0.32 0.94
F 9.28135 10.85299 -7.67152 0.70 1.20 2.03
F 10.37655 8.81401 -7.94878 -1.02 1.42 -1.15
F 8.13659 9.28356 -8.70574 0.67 0.06 -0.07
F 9.73632 9.09724 -10.21137 0.49 -0.56 0.00
N 2.45671 9.06852 -14.29616 4.53 0.64 -0.96
S 2.01775 9.51027 -15.69993 -10.33 1.76 -5.16
O 2.21714 8.59760 -16.83949 0.58 2.02 2.29
O 1.78272 10.96943 -15.95772 2.11 -3.37 0.37
F 0.47798 9.18332 -15.29154 -0.05 -0.44 -0.45
S 4.07866 9.53766 -14.83644 6.93 0.97 4.41
O 4.38806 10.96196 -14.86530 -1.56 -2.17 -0.55
O 4.80900 8.68833 -15.77115 -2.18 0.95 1.96
F 4.61283 9.22725 -13.30790 -0.19 -0.53 -1.54
O -8.20574 8.23500 -18.93206 1.89 -0.88 0.34
S -7.10953 7.27374 -18.82528 -0.18 -0.13 -1.95
O -5.74583 7.66642 -18.49354 -1.98 -0.49 0.14
O -7.64482 6.05574 -17.86984 1.70 1.53 -0.38
C -8.86521 6.33812 -17.22640 -2.42 -0.83 -0.05
C -10.04523 6.07028 -18.21114 0.23 -0.05 1.47
C -6.99490 6.30117 -20.41895 -0.04 -0.05 1.31
H -8.99120 7.29479 -16.71942 0.70 0.29 -0.47
H -8.96188 5.58956 -16.44000 0.26 -0.09 -0.02
H -10.05778 6.67958 -19.11486 0.21 -0.23 0.16
H -10.93327 6.29583 -17.62071 -0.26 0.03 -0.20
H -10.04733 4.99110 -18.36431 -0.11 0.11 -0.57
H -7.05528 6.95593 -21.28830 0.13 0.10 0.32
H -7.78232 5.54756 -20.43054 -0.24 0.37 0.06
H -6.06148 5.74287 -20.34722 0.11 0.33 -0.16
O -0.09067 3.73846 -13.90677 -0.42 -1.37 -1.14
S -0.04295 2.65573 -14.88251 -0.10 -1.59 -0.70
O 1.23458 2.14501 -15.31804 -0.82 0.83 0.17
O -0.88520 1.37691 -14.30517 -0.18 3.58 1.11
C -0.69249 0.08554 -14.77386 2.46 -1.57 -0.11
C 0.57146 -0.59028 -14.11649 -1.46 1.13 -0.65
C -1.14811 3.06191 -16.29860 -0.86 0.59 1.17
H -0.54287 0.11932 -15.85301 -0.40 -0.33 -0.16
H -1.55264 -0.50083 -14.45073 -0.16 0.28 -0.38
H 1.51484 -0.13898 -14.42380 -0.18 -0.28 -0.43
H 0.43069 -1.62520 -14.42830 0.68 -0.19 0.62
H 0.49209 -0.36134 -13.05376 -0.08 -0.77 0.17
H -1.00880 4.11070 -16.56073 0.26 -0.18 -0.09
H -2.13576 2.97527 -15.84570 -0.04 0.39 0.40
H -1.31295 2.42970 -17.17110 1.33 -0.35 0.13
O 5.09792 4.60205 -12.01860 1.87 -2.34 -0.48
S 5.99842 3.44642 -12.21695 1.04 0.06 -0.04
O 5.59354 2.08210 -11.93724 -0.01 1.66 -0.14
O 6.49256 3.50374 -13.79325 -0.44 0.57 1.66
C 7.30639 2.45964 -14.32412 -1.86 -2.18 -0.65
C 7.56095 2.81705 -15.74948 1.67 0.72 0.71
C 7.69403 3.72498 -11.47193 -0.45 0.68 -0.39
H 6.72590 1.53728 -14.34345 -0.63 -0.16 0.34
H 8.19051 2.09715 -13.79967 0.29 1.05 0.49
H 8.09872 2.00429 -16.23766 -0.40 -0.02 -0.23
H 8.32222 3.56868 -15.54058 0.10 0.72 -1.19
H 6.70574 3.22881 -16.28536 0.16 -0.28 0.10
H 8.34307 2.84936 -11.48257 -0.68 -0.35 -0.05
H 7.68702 4.15092 -10.46863 -0.52 -0.17 -0.05
H 8.17675 4.45193 -12.12510 -0.24 0.16 -0.01
O -5.04819 11.09181 -13.36398 2.78 1.33 1.02
S -3.84905 11.91271 -13.07111 -2.38 1.23 -0.87
O -2.62092 11.33967 -12.52651 -1.50 0.62 -1.14
O -3.53849 12.72640 -14.50018 2.42 -2.04 3.28
C -4.48639 13.63888 -14.94787 -1.14 -0.08 -1.06
C -4.49295 13.37418 -16.44330 -0.92 -0.40 0.34
C -4.33732 13.37925 -11.97555 0.45 -0.73 -0.43
H -4.27620 14.68173 -14.71044 0.44 -0.04 0.23
H -5.43240 13.36357 -14.48165 -0.37 0.22 -0.37
H -5.34883 13.91427 -16.84813 0.45 0.20 -0.63
H -4.68654 12.30918 -16.57127 -0.27 -0.03 0.01
H -3.51810 13.50644 -16.91265 -0.21 0.72 0.01
H -5.30019 13.84942 -12.17539 -0.20 -0.79 -0.32
H -3.62728 14.19225 -12.12710 0.47 -0.44 0.11
H -4.31645 12.98776 -10.95849 0.10 0.10 -0.10
O 4.16947 11.38548 -20.24694 -0.34 0.26 -3.69
S 3.83031 11.43562 -21.70953 -0.30 -0.60 1.11
O 4.08717 12.54734 -22.61128 -0.18 -1.70 1.79
O 4.43655 10.07123 -22.49009 -1.00 2.30 0.22
C 4.99916 9.03257 -21.74776 0.83 -0.40 0.30
C 6.53581 9.31116 -21.44920 -1.37 -0.55 -0.22
C 1.99187 10.99627 -21.77937 1.07 0.16 -0.70
H 4.77082 8.14966 -22.34477 0.60 -0.07 -0.14
H 4.41214 8.86036 -20.84562 0.21 0.30 0.56
H 6.77775 10.37288 -21.49722 -0.25 0.00 0.28
H 7.11939 8.83996 -22.24011 0.04 -0.18 0.12
H 6.73902 8.89085 -20.46424 0.33 0.12 -0.16
H 1.51277 11.86582 -21.32946 -0.02 -0.29 0.18
H 1.81569 10.02155 -21.32440 0.20 0.37 0.44
H 1.74088 10.90646 -22.83627 0.18 0.27 -0.02
O 1.51359 14.80554 -9.93295 1.02 -0.13 0.04
S 2.66647 14.15048 -10.50025 -0.63 -1.07 -0.88
O 2.59688 12.66335 -10.55256 0.83 3.02 -0.05
O 2.82723 14.66441 -12.03432 0.22 -0.50 1.15
C 2.96764 16.09539 -12.24481 -0.52 0.63 -1.36
C 3.24647 16.23114 -13.74914 0.04 -0.42 -0.21
C 4.26857 14.77638 -9.80347 -1.56 -0.20 -0.16
H 3.82335 16.54352 -11.73977 0.00 -0.40 0.37
H 2.05562 16.60474 -11.93356 0.02 -0.12 0.11
H 2.44149 15.97952 -14.43964 -0.37 -0.42 0.53
H 4.04847 15.51283 -13.91920 0.17 0.20 -0.40
H 3.53336 17.21415 -14.12263 0.34 0.16 0.71
H 4.22833 15.84640 -9.59967 -0.54 -0.07 -0.07
H 5.01393 14.64170 -10.58732 0.17 -0.70 0.52
H 4.30731 14.26516 -8.84158 0.76 -0.23 -0.30
O 11.61451 10.51933 -18.93917 0.09 3.53 1.38
S 11.69211 11.86405 -18.31913 0.75 -0.29 0.11
O 12.99052 12.44789 -17.87028 -3.08 -1.43 -1.20
O 11.00630 12.94639 -19.42216 1.62 -1.29 0.33
C 10.72415 14.27936 -19.06198 0.30 0.51 2.25
C 9.27809 14.38692 -18.78652 -2.01 1.13 -0.62
C 10.45495 12.04429 -16.94634 0.62 0.62 -0.19
H 11.13192 15.10221 -19.64913 -0.01 -0.86 -1.05
H 11.09042 14.57453 -18.07871 1.04 -0.57 0.35
H 8.73428 14.05225 -19.66991 -0.39 0.09 0.16
H 9.08778 15.44321 -18.59647 -0.18 0.26 -0.42
H 8.86209 13.95044 -17.87849 0.44 -0.53 -0.23
H 9.42970 12.07408 -17.31521 0.29 -0.89 -0.23
H 10.58191 13.04235 -16.52699 0.52 0.09 -0.13
H 10.66042 11.36302 -16.12066 -0.03 -0.35 -0.48
```
Positions in Å, forces in eV/Å.

Values from the calculation:
* ΔE to the lowest compared entry with this formula, charge and spin: 784.5 kcal per mole
* total charge: +2
* HOMO-LUMO gap: 0.95 eV
* molecular weight: 1372.71 g/mol
* multiplicity: 1

What is the molecular weight in the second record? 1372.71 g/mol